{
  "formula": "C41H38BrN6O2S2Se2Y",
  "method": "ωB97M-V with the def2-TZVPD basis set",
  "charge": -2,
  "orbital_gap_ev": 4.430,
  "spin_multiplicity": 1,
  "de_lowest_kcal_mol": 18.6,
  "molar_mass_g_mol": 1037.66,
  "homo_energy_ev": -0.70,
  "lumo_energy_ev": 3.727,
  "elements": ["Y", "C", "C", "N", "N", "C", "S", "S", "C", "C", "C", "C", "C", "C", "C", "C", "C", "C", "C", "C", "C", "O", "H", "H", "H", "H", "H", "H", "H", "H", "H", "H", "H", "H", "H", "H", "C", "Se", "C", "C", "Se", "C", "H", "H", "H", "H", "H", "H", "H", "H", "H", "H", "Br", "C", "C", "C", "C", "C", "C", "N", "N", "C", "C", "C", "C", "O", "C", "N", "C", "C", "C", "C", "H", "H", "H", "H", "H", "H", "H", "H", "H", "N", "C", "C", "C", "C", "C", "C", "H", "H", "H", "H", "H"],
  "xyz": [[0.1148, -0.6490, 0.0925], [2.1786, 2.4731, -3.1241], [1.2704, 1.8606, -2.0813], [1.5094, 0.6944, -1.5868], [2.7161, 0.1616, -2.0645], [3.2168, -0.8381, -1.4231], [2.6612, -1.7898, -0.1012], [4.7668, -1.4861, -2.0649], [5.1017, -0.4097, -3.4966], [4.6611, -1.0168, -4.8020], [5.5828, -1.5118, -5.7182], [5.1622, -2.1138, -6.9012], [3.8071, -2.2310, -7.1775], [2.8776, -1.7429, -6.2625], [3.2993, -1.1399, -5.0872], [0.1109, 2.6699, -1.6312], [0.1602, 4.0619, -1.7775], [-0.8720, 4.8909, -1.3786], [-2.0150, 4.3121, -0.8185], [-2.0973, 2.9461, -0.6606], [-1.0413, 2.0845, -1.0441], [-1.1677, 0.8052, -0.8799], [2.5545, 1.6947, -3.7816], [3.0459, 2.9508, -2.6574], [1.6395, 3.2161, -3.7099], [6.1719, -0.2023, -3.4943], [4.5420, 0.4992, -3.2738], [6.6436, -1.4331, -5.4989], [5.8951, -2.4983, -7.6016], [3.4758, -2.7104, -8.0919], [1.8146, -1.8438, -6.4531], [2.5723, -0.7929, -4.3600], [1.0546, 4.5143, -2.1908], [-0.7886, 5.9649, -1.4902], [-2.8418, 4.9401, -0.5038], [-2.9703, 2.4786, -0.2193], [1.4157, -5.1443, 1.2159], [-0.0515, -3.8077, 0.7127], [-0.1819, -4.5542, -1.0832], [0.7376, -3.9775, -2.1480], [0.3521, -2.1435, -2.6885], [-1.4957, -2.3823, -3.2102], [1.0892, -6.1910, 1.2122], [1.7062, -4.8626, 2.2326], [2.2878, -5.0206, 0.5647], [-1.2237, -4.4218, -1.3681], [0.0264, -5.6201, -0.9696], [0.6815, -4.5768, -3.0585], [1.7740, -3.9445, -1.8153], [-1.6050, -3.2977, -3.7911], [-1.7606, -1.5222, -3.8224], [-2.1070, -2.4027, -2.3078], [-5.1402, 4.8882, 3.6430], [-3.5998, 4.2727, 4.5709], [-2.3649, 4.3007, 3.9451], [-1.2428, 3.8499, 4.6267], [-1.3408, 3.3843, 5.9422], [-2.5931, 3.3894, 6.5472], [-3.7259, 3.8158, 5.8685], [-0.2262, 3.0890, 6.8019], [0.8541, 2.6011, 6.3857], [0.9870, 1.9377, 5.1660], [2.2190, 2.1213, 4.5323], [2.4693, 1.7287, 3.2322], [1.4769, 1.0497, 2.4871], [1.5736, 0.7568, 1.2731], [0.2840, 0.6271, 3.2340], [-0.5118, -0.2508, 2.5781], [-1.5771, -0.7324, 3.1783], [-1.9100, -0.3646, 4.4908], [-1.1184, 0.5249, 5.1633], [0.0243, 1.0722, 4.5349], [-2.2733, 4.6543, 2.9264], [-0.2831, 3.8699, 4.1288], [-2.6635, 3.0469, 7.5737], [-4.6949, 3.8011, 6.3488], [2.9655, 2.6818, 5.0872], [3.4076, 1.9520, 2.7412], [-2.1721, -1.4403, 2.6113], [-2.7882, -0.7931, 4.9542], [-1.3515, 0.7915, 6.1837], [-1.4763, -2.0929, -0.0079], [-2.8058, -2.1147, 0.1271], [-3.5906, -0.9596, 0.5046], [-4.9710, -0.9863, 0.6035], [-5.7112, -2.1446, 0.3418], [-4.9963, -3.2916, -0.0126], [-3.6133, -3.2901, -0.1092], [-3.0611, -0.0331, 0.6943], [-5.4924, -0.0760, 0.8958], [-6.7930, -2.1525, 0.4145], [-5.5394, -4.2125, -0.2165], [-3.0919, -4.2116, -0.3520]],
  "forces_ev_per_a": [[0.26, -0.54, -0.26], [-0.05, 0.05, 0.01], [-0.24, 0.16, 0.04], [0.55, 0.03, -0.06], [0.00, -0.01, 0.13], [-0.05, -0.17, -0.05], [0.48, 0.08, -0.34], [-0.08, 0.08, 0.03], [-0.11, -0.11, 0.05], [-0.05, 0.00, 0.09], [0.00, 0.01, -0.08], [-0.03, 0.04, 0.06], [0.01, 0.03, 0.07], [0.04, 0.02, 0.00], [-0.02, -0.05, -0.05], [0.22, -0.06, -0.13], [0.03, 0.03, 0.03], [-0.05, -0.07, 0.06], [0.08, -0.03, -0.03], [-0.03, 0.10, 0.05], [-0.05, -0.13, -0.11], [-0.08, 0.46, 0.10], [0.01, 0.00, -0.01], [-0.02, -0.03, -0.02], [0.04, -0.02, 0.03], [0.00, 0.01, -0.05], [0.10, 0.06, -0.09], [-0.04, 0.00, -0.01], [0.00, 0.01, 0.01], [0.01, 0.02, 0.02], [0.06, 0.00, 0.01], [0.06, -0.03, -0.04], [-0.05, -0.01, 0.00], [0.00, -0.01, 0.00], [-0.01, 0.00, 0.01], [0.00, 0.01, -0.04], [0.05, 0.06, -0.08], [0.29, -0.34, 0.46], [-0.04, 0.16, -0.09], [-0.09, 0.00, 0.13], [0.11, -0.04, -0.19], [-0.08, 0.01, 0.10], [-0.03, 0.11, -0.02], [0.01, -0.07, -0.06], [-0.07, -0.03, 0.06], [0.01, -0.04, -0.02], [-0.03, -0.04, -0.05], [0.00, -0.07, -0.03], [0.04, 0.00, 0.02], [0.00, 0.01, -0.04], [-0.03, -0.01, 0.00], [0.03, -0.01, -0.04], [0.01, -0.01, -0.01], [0.01, 0.02, -0.01], [0.16, -0.06, 0.04], [0.06, 0.09, 0.00], [0.05, -0.19, 0.05], [-0.09, -0.09, 0.10], [0.04, -0.06, 0.11], [-0.12, 0.39, -0.25], [-0.15, -0.33, -0.04], [0.13, 0.03, -0.11], [-0.15, 0.08, 0.08], [-0.08, 0.00, -0.04], [-0.07, 0.14, 0.39], [-0.01, 0.26, 0.00], [0.10, -0.02, -0.16], [0.04, 0.09, -0.16], [0.04, -0.12, -0.10], [-0.02, 0.01, 0.02], [0.06, 0.05, -0.04], [-0.02, 0.09, 0.30], [0.01, -0.02, 0.01], [0.00, -0.02, -0.03], [-0.03, 0.04, -0.03], [0.01, -0.01, 0.01], [-0.01, -0.03, -0.02], [-0.01, 0.00, 0.02], [0.00, 0.04, -0.01], [0.00, -0.01, 0.01], [-0.01, 0.04, 0.06], [-1.45, 0.25, 0.36], [0.09, -0.21, -0.17], [-0.17, -0.16, 0.00], [0.12, -0.03, -0.01], [0.11, -0.03, -0.02], [0.12, 0.09, 0.03], [-0.03, 0.09, 0.11], [0.02, 0.03, -0.03], [0.04, -0.02, -0.03], [0.03, 0.00, 0.00], [0.04, 0.00, 0.01], [-0.04, 0.01, -0.02]]
}

{
  "formula": "C31H36AsNO6RuS6Sb",
  "method": "ωB97M-V with the def2-TZVPD basis set",
  "charge": -2,
  "orbital_gap_ev": [5.867, 5.863],
  "spin_multiplicity": 2,
  "s2": 0.762,
  "de_lowest_kcal_mol": 8.4,
  "molar_mass_g_mol": 1008.78,
  "homo_energy_ev": [-1.78, -1.78],
  "lumo_energy_ev": [4.085, 4.084],
  "elements": ["Ru", "O", "As", "O", "O", "C", "C", "C", "C", "C", "C", "S", "O", "O", "O", "H", "H", "H", "H", "H", "S", "C", "S", "C", "C", "S", "S", "S", "C", "C", "C", "Sb", "C", "C", "C", "C", "C", "C", "H", "H", "H", "H", "H", "H", "H", "H", "H", "H", "H", "H", "H", "H", "H", "H", "H", "H", "H", "H", "H", "N", "C", "C", "C", "C", "C", "C", "C", "C", "C", "C", "C", "C", "C", "H", "H", "H", "H", "H", "H", "H", "H", "H", "H"],
  "xyz": [[-0.1180, -0.0125, 0.0736], [1.5609, 1.8259, 2.8120], [0.9713, 0.2274, 3.2184], [0.5150, 0.3039, 4.7914], [-0.2437, -0.3149, 2.1706], [2.5323, -0.9582, 3.1628], [2.7803, -1.5604, 4.3993], [3.8129, -2.4692, 4.5586], [4.6323, -2.7833, 3.4819], [4.4133, -2.1815, 2.2569], [3.3613, -1.2820, 2.0874], [3.2104, -0.6183, 0.4296], [4.4125, 0.1401, 0.1932], [3.0304, -1.7720, -0.4293], [2.0035, 0.2373, 0.5201], [1.6318, 1.9347, 1.8481], [2.1319, -1.2838, 5.2226], [3.9773, -2.9361, 5.5231], [5.4326, -3.5059, 3.5952], [5.0513, -2.4000, 1.4092], [-0.1732, 5.4220, -4.7822], [0.0210, 4.1941, -3.6882], [0.1471, 4.4270, -1.9952], [0.1371, 2.7432, -1.5132], [0.2222, 1.8577, -2.5156], [0.2387, 0.1389, -2.2816], [0.2943, 2.5562, -4.1213], [-0.0432, 2.3108, 0.1748], [2.4902, -4.7578, 0.1526], [1.2920, -4.5050, -0.7638], [1.7593, -4.1823, -2.1833], [0.0275, -2.9136, -0.0488], [-1.7106, -3.4733, -1.2772], [-1.7782, -4.9242, -1.7515], [-1.8625, -2.5587, -2.4886], [-0.7218, -3.8830, 1.7528], [0.0745, -3.4464, 2.9815], [-0.8162, -5.4048, 1.7058], [3.0755, -5.6098, -0.2176], [2.1892, -4.9829, 1.1789], [3.1379, -3.8848, 0.1771], [0.6467, -5.3862, -0.7661], [2.3726, -3.2804, -2.1819], [0.9236, -4.0159, -2.8669], [2.3601, -5.0080, -2.5844], [-2.5443, -3.2780, -0.5970], [-0.9641, -5.1578, -2.4423], [-2.7190, -5.0846, -2.2924], [-1.7427, -5.6542, -0.9459], [-1.0336, -2.6756, -3.1921], [-1.8964, -1.5091, -2.2098], [-2.7918, -2.7965, -3.0236], [-1.7310, -3.4704, 1.8283], [1.1354, -3.6999, 2.8941], [-0.3088, -3.9452, 3.8809], [-0.0090, -2.3734, 3.1337], [0.1627, -5.8674, 1.5557], [-1.4806, -5.7651, 0.9238], [-1.2078, -5.7748, 2.6614], [-1.9451, -0.2275, -0.0565], [-3.1856, -0.0847, 0.0366], [-3.8812, 1.2322, -0.1007], [-5.0735, 1.4897, 0.5711], [-5.6849, 2.7315, 0.4660], [-5.1168, 3.7231, -0.3237], [-3.9386, 3.4635, -1.0134], [-3.3255, 2.2252, -0.9040], [-4.0394, -1.3019, 0.2556], [-3.9378, -2.0010, 1.4541], [-4.7009, -3.1406, 1.6712], [-5.5693, -3.5928, 0.6862], [-5.6651, -2.9041, -0.5178], [-4.9091, -1.7599, -0.7289], [-5.5164, 0.7204, 1.1931], [-6.6026, 2.9279, 1.0083], [-5.5888, 4.6957, -0.3987], [-3.4863, 4.2280, -1.6336], [-2.4082, 2.0134, -1.4379], [-3.2485, -1.6357, 2.2083], [-4.6068, -3.6835, 2.6045], [-6.1647, -4.4827, 0.8518], [-6.3304, -3.2626, -1.2943], [-4.9759, -1.2206, -1.6669]],
  "forces_ev_per_a": [[0.61, -0.07, -0.46], [0.01, -0.04, -0.05], [-0.34, 0.24, 0.36], [0.08, -0.23, -0.17], [0.30, 0.43, 0.09], [0.09, -0.12, -0.17], [0.04, 0.03, -0.04], [-0.02, 0.00, 0.02], [0.00, -0.06, 0.01], [-0.07, 0.03, -0.02], [0.03, -0.01, 0.10], [-0.13, 0.11, 0.21], [0.02, 0.05, 0.04], [0.01, -0.03, -0.06], [0.10, -0.20, -0.19], [0.02, -0.05, 0.00], [-0.01, -0.03, 0.00], [0.00, 0.01, 0.00], [0.03, 0.04, 0.00], [-0.02, -0.03, 0.00], [-0.03, 0.19, -0.17], [0.58, -0.05, 0.05], [-0.49, 0.00, 0.25], [0.06, 0.30, 0.32], [0.14, -0.20, -0.18], [-0.07, -0.07, 0.01], [-0.36, -0.24, -0.02], [-0.28, 0.04, -0.01], [-0.09, -0.11, -0.01], [0.44, 0.11, 0.03], [-0.05, -0.05, 0.03], [-0.73, 0.17, -0.15], [0.09, -0.03, -0.12], [-0.03, 0.01, 0.05], [-0.10, 0.03, 0.05], [0.16, 0.00, 0.19], [-0.05, -0.02, 0.02], [-0.02, 0.03, -0.03], [-0.02, 0.00, 0.00], [0.00, -0.01, -0.02], [0.02, 0.00, 0.00], [-0.02, 0.00, -0.04], [0.01, -0.01, 0.00], [0.00, -0.01, 0.00], [0.01, 0.01, 0.00], [0.01, -0.08, 0.01], [-0.02, 0.01, -0.02], [0.02, 0.00, -0.02], [0.01, -0.01, 0.00], [-0.01, 0.00, 0.00], [0.01, 0.03, -0.01], [0.03, -0.03, -0.01], [0.00, -0.01, 0.00], [0.00, 0.00, 0.01], [0.02, -0.01, -0.02], [0.01, -0.01, -0.01], [-0.01, 0.00, 0.01], [-0.02, -0.01, 0.00], [0.03, 0.00, 0.00], [0.04, -0.19, 0.42], [-0.06, 0.07, -0.37], [0.04, -0.06, -0.14], [-0.02, 0.03, 0.01], [0.03, 0.03, -0.02], [-0.01, -0.03, 0.02], [0.02, -0.02, 0.00], [-0.02, 0.04, -0.01], [-0.03, 0.08, 0.20], [-0.01, 0.02, 0.05], [0.03, -0.02, -0.04], [0.03, -0.01, -0.04], [0.00, -0.01, 0.02], [-0.05, 0.03, 0.02], [0.01, -0.01, -0.01], [0.00, 0.00, 0.00], [0.00, -0.01, -0.01], [-0.01, 0.00, 0.00], [0.03, -0.01, 0.00], [0.01, -0.02, -0.01], [-0.01, 0.02, 0.01], [0.01, -0.01, -0.01], [0.00, 0.00, -0.01], [-0.02, 0.01, 0.01]]
}